{
  "formula": "C21H70N8O14",
  "method": "the ωB97M-V functional and the def2-TZVPD basis",
  "species": ["C", "C", "O", "H", "H", "H", "H", "H", "H", "C", "C", "O", "H", "H", "H", "H", "H", "H", "C", "C", "O", "H", "H", "H", "H", "H", "H", "C", "C", "O", "H", "H", "H", "H", "H", "H", "C", "C", "O", "H", "H", "H", "H", "H", "H", "C", "C", "O", "H", "H", "H", "H", "H", "H", "C", "C", "O", "H", "H", "H", "H", "H", "H", "C", "O", "N", "N", "H", "H", "H", "H", "C", "O", "N", "N", "H", "H", "H", "H", "C", "O", "N", "N", "H", "H", "H", "H", "C", "O", "N", "N", "H", "H", "H", "H", "C", "O", "H", "H", "H", "H", "C", "O", "H", "H", "H", "H", "C", "O", "H", "H", "H", "H"],
  "xyz": [[3.059075, 2.041046, 5.325628], [3.240887, 0.950579, 4.285407], [3.484142, 1.489219, 3.065276], [2.042473, 2.467155, 5.195301], [3.822339, 2.766838, 5.228603], [3.152019, 1.774199, 6.366183], [2.376773, 0.366716, 4.224524], [4.004436, 0.171279, 4.491964], [2.767923, 1.297690, 2.449223], [-5.336439, -0.746518, 1.125386], [-4.286764, 0.304026, 0.649040], [-3.078157, -0.335450, 0.375350], [-6.322093, -0.326286, 1.296987], [-5.007197, -1.306307, 2.013161], [-5.520953, -1.416727, 0.295251], [-4.145155, 1.095835, 1.441473], [-4.724985, 0.866562, -0.177735], [-3.326736, -1.286384, 0.359255], [0.858629, -3.302584, -2.610060], [0.687043, -2.649273, -1.233338], [-0.302309, -1.680193, -1.240722], [-0.076621, -3.820226, -2.858421], [1.700910, -3.918905, -2.478316], [1.090337, -2.578253, -3.436515], [1.676021, -2.218283, -1.027527], [0.402336, -3.378556, -0.440524], [0.100200, -0.801537, -0.995024], [1.809479, -3.214118, 2.020413], [0.570195, -3.800552, 2.705927], [-0.210238, -4.533924, 1.763202], [1.544264, -2.508903, 1.234881], [2.485737, -3.940024, 1.570670], [2.410266, -2.745760, 2.833246], [-0.073188, -2.978584, 3.018453], [0.872382, -4.457812, 3.509415], [-1.070929, -4.608101, 2.178161], [-2.878471, -1.431890, 3.759976], [-1.680782, -1.446380, 4.652786], [-0.584394, -0.797816, 4.073232], [-3.225198, -0.432389, 3.467530], [-3.683443, -2.017294, 4.212115], [-2.709601, -2.064055, 2.881414], [-1.469947, -2.480740, 4.854617], [-1.920289, -1.066535, 5.727845], [0.145335, -0.623094, 4.676836], [0.055214, -0.212452, -5.735262], [-0.602204, -0.426879, -4.374131], [0.134041, 0.248180, -3.338789], [0.083728, 0.878643, -5.973060], [-0.443361, -0.713990, -6.598650], [1.062869, -0.526097, -5.750082], [-0.691294, -1.484714, -4.154118], [-1.623654, -0.037669, -4.380064], [-0.163909, 1.111589, -3.340604], [-1.756201, 4.289098, -0.603547], [-2.543421, 2.922932, -0.446686], [-1.981371, 1.873528, -1.165039], [-2.132558, 4.909835, 0.162144], [-2.005439, 4.755841, -1.496889], [-0.690868, 4.223278, -0.441323], [-3.553650, 3.187653, -0.777619], [-2.613556, 2.686343, 0.618782], [-2.605338, 1.147819, -1.077762], [-3.366069, -3.149442, -0.851018], [-4.634832, -3.756837, -1.042155], [-2.687146, -2.662422, -1.857029], [-2.851354, -3.032815, 0.345804], [-3.009691, -3.009024, -2.778222], [-1.728619, -2.324382, -1.737745], [-3.097554, -3.618481, 1.139302], [-1.965199, -2.571474, 0.388452], [0.529188, 0.532957, 0.824419], [1.642928, 0.325511, 1.601943], [0.504075, 0.957068, -0.385511], [-0.637431, 0.186619, 1.299527], [1.420808, 1.023346, -0.839353], [-0.318186, 1.280076, -0.942798], [-0.571282, -0.413987, 2.128461], [-1.542982, 0.109110, 0.805220], [-0.812431, 2.963284, -4.164637], [-0.127873, 2.979881, -5.401946], [-2.101394, 2.604151, -4.147687], [-0.238504, 3.087729, -3.009694], [-2.521041, 2.378745, -5.056900], [-2.716524, 2.570377, -3.336518], [0.798535, 3.222851, -2.878432], [-0.805555, 2.826097, -2.209038], [3.578267, 0.038220, -2.686826], [2.951481, 0.396302, -1.553183], [4.793504, 0.384359, -2.988741], [2.926633, -0.459883, -3.729470], [5.472868, 0.795214, -2.316950], [5.139868, 0.092976, -3.866932], [1.942484, -0.518833, -3.650577], [3.305008, -1.014020, -4.560226], [4.243970, -1.012635, 0.871467], [5.574132, -1.491602, 0.769562], [3.894050, -1.240400, 1.915215], [3.667428, -1.559433, 0.173809], [4.278633, 0.037378, 0.707048], [5.540636, -2.284555, 1.285911], [2.380885, 3.513295, -1.173544], [2.266578, 3.245223, -2.575265], [2.559345, 2.583518, -0.650347], [1.428135, 3.977249, -0.880998], [3.200052, 4.179072, -0.999242], [3.067797, 3.005049, -2.955067], [-0.223951, 2.632015, 3.517844], [-0.444419, 2.955008, 2.150969], [-1.132525, 2.198453, 3.863497], [-0.147283, 3.485638, 4.123259], [0.614261, 1.927491, 3.674602], [-0.638045, 2.115334, 1.681892]],
  "forces_ev_per_angstrom": [[-0.9804, -0.3778, 0.2422], [0.9746, -0.7381, 1.2529], [1.0579, 1.4548, -1.4474], [0.7979, 0.1574, 0.0353], [0.6039, 1.0684, -0.5829], [-0.1668, -0.7994, 0.4212], [-1.9166, -1.0363, 0.0779], [0.1980, 0.6629, 0.4634], [-0.3305, -0.3336, -0.3394], [0.3762, 0.6032, -0.4245], [-2.0405, 0.8567, 2.2402], [-0.5518, -0.3416, -0.6512], [0.0330, 0.4209, 0.3390], [-0.0721, 0.2428, -0.3398], [0.2241, -0.6019, -0.1521], [0.1275, -0.8416, -0.5292], [0.2566, -0.2124, -0.5333], [0.6226, 0.3973, -0.0307], [-1.3145, 1.3129, -0.0090], [1.1774, -0.9383, -0.3456], [-0.1426, 2.0427, 0.6764], [0.4761, -0.3022, -0.2102], [0.8512, -1.3777, -0.3119], [-0.2469, -0.4712, 0.9819], [-0.2801, 0.1298, 0.5048], [0.5765, 0.0535, -0.6943], [-0.6116, -0.8628, -0.6533], [0.1224, 0.0338, 1.0089], [0.5159, 0.4572, -1.2398], [-0.1359, -0.1876, -0.2560], [0.0726, 0.2679, 0.4108], [-0.2756, -0.4565, 0.0145], [-0.4343, 0.1548, -0.7171], [0.3847, 0.1434, 0.6309], [-0.0303, -0.0449, 0.5114], [-0.1936, -0.3770, -0.1565], [-0.5398, -0.3699, -0.4837], [-0.4206, 0.2588, 2.7504], [0.0474, 0.3443, -0.5333], [0.0996, -0.3108, 0.0626], [-0.1357, 0.4935, 0.4587], [0.4141, 0.5412, -0.3255], [0.4685, -0.8192, -0.0172], [0.2599, -0.0281, -1.8300], [-0.1942, -0.1619, 0.0970], [-1.2511, 1.1715, -0.8982], [-0.1513, 0.3494, -0.5585], [0.4660, -3.6453, -0.3406], [-0.1244, -0.7168, 0.2606], [0.0476, 0.1567, 0.8351], [1.2481, -0.5936, 0.1549], [0.2572, -0.1608, 0.3875], [0.0037, -0.0063, -0.0822], [-0.5179, 2.8668, -0.0102], [-0.3998, -2.4414, 1.2379], [0.1525, 3.0563, 1.0447], [-0.4743, -0.4674, -0.6131], [-0.4252, 0.7414, 1.0575], [-0.1176, 0.7064, -1.8834], [0.2401, -0.2227, -0.0620], [-0.1206, -0.4634, -0.1687], [0.1686, -0.0694, -0.0434], [0.1708, -0.7374, -0.1403], [-8.1701, -4.5663, -2.4550], [6.4385, 3.0140, 1.1439], [-0.0618, -0.2472, -2.4200], [0.9183, 0.2951, 2.8340], [0.2451, 0.6925, 1.0560], [-0.1697, 0.1642, -0.1169], [-0.3631, 0.2374, -0.7887], [0.8837, -0.1920, 0.2224], [4.6712, -1.9414, 4.6507], [-4.5427, 0.9159, -3.6692], [1.6021, 1.7832, -4.2496], [-2.3990, -1.4891, 2.4754], [-0.2182, -0.0030, -0.0894], [0.7408, -0.7020, 1.3243], [-0.0904, 0.7660, -0.0459], [1.0458, 0.1355, -0.0289], [3.0751, -0.5046, -7.2938], [-3.4193, 0.2665, 6.1351], [-2.1190, -0.4091, -1.3208], [1.1352, 0.5385, 2.1061], [0.4516, 0.3843, 0.7738], [0.7409, 0.1116, -0.3012], [-0.9814, -0.1532, -0.7856], [0.3567, 0.3553, -0.4122], [-4.1362, 2.2732, 4.3490], [2.8582, -1.7025, -4.5262], [3.8833, 1.3590, 1.5751], [-0.3390, -2.4807, -2.4874], [-1.1663, -0.7979, -0.6575], [0.5229, -0.0523, -0.6671], [-1.0925, 0.1537, 0.3657], [-0.2488, 1.4440, 2.0424], [0.4999, -0.5330, 2.0157], [0.7361, 0.1004, -0.2132], [-0.0896, 0.5991, -0.9708], [-1.1402, -0.1011, -0.8082], [-0.4514, 0.6538, -0.2053], [0.5994, -0.7338, 0.2237], [-0.2970, -0.3043, -0.4386], [-1.5588, 1.0043, 1.1869], [-0.0084, 0.0008, 0.3422], [0.4448, -0.1688, 0.1000], [0.3864, 0.6012, 0.2564], [2.1518, -0.7913, -0.9395], [-0.2409, -1.4514, -0.9937], [0.2591, 0.1587, -0.4087], [-0.7455, -0.9601, 0.6264], [0.6897, 1.5352, 0.3517], [-0.3047, 0.4331, -0.1838], [0.1207, 0.6771, 0.7763]],
  "multiplicity": 1,
  "de_lowest_kcal_mol": 0.0,
  "charge": 0,
  "homo_energy_ha": -0.3295
}